Record 1
Below is the molecule C21H30N4S, with properties calculated with the ωB97M-V functional and the def2-TZVPD basis.

XYZ file:
```
56
Properties=species:S:1:pos:R:3:forces:R:3
S -0.261906 2.686009 -0.475143 -0.44 0.75 -0.25
C 0.603122 1.311312 -0.124748 -0.01 -0.11 -0.08
N 0.622072 0.284829 -0.995818 0.27 -0.10 0.32
C -0.095655 0.290331 -2.256620 -0.25 -0.15 -0.20
C 0.540673 -0.744378 -3.180446 0.03 0.29 -0.13
C -0.174277 -0.770315 -4.527902 -0.05 -0.30 0.15
C -1.658124 -1.069092 -4.339768 -0.01 0.30 -0.19
C -2.292816 -0.029175 -3.422722 0.00 -0.30 0.13
C -1.585478 -0.012858 -2.073052 0.01 0.30 -0.11
N 1.320951 1.188599 1.035236 -0.12 -0.16 -0.20
C 2.342226 0.169559 1.166351 0.02 -0.31 0.12
C 1.865216 -1.129006 1.861285 0.12 0.23 -0.04
C 0.570113 -1.628181 1.333476 0.03 -0.09 0.24
N 0.439743 -2.595591 0.470726 0.61 -0.16 -0.07
C -0.909747 -2.720047 0.247477 -0.52 0.48 0.34
C -1.609130 -3.583815 -0.587886 0.02 0.07 0.07
C -2.982381 -3.461403 -0.624712 0.00 -0.15 -0.16
C -3.656823 -2.510760 0.144711 -0.08 0.12 0.08
C -2.982332 -1.645469 0.982721 -0.07 0.09 0.07
C -1.603240 -1.761039 1.023318 -0.03 -0.54 -0.43
N -0.627178 -1.085906 1.711674 0.09 -0.04 0.07
C 1.398242 2.353061 1.908177 -0.07 0.34 0.08
C 1.594658 2.026674 3.402535 0.13 -0.08 0.03
C 2.950538 2.620890 3.789437 -0.07 0.12 0.14
C 3.084795 3.825171 2.861737 0.12 -0.12 -0.06
C 2.555187 3.301959 1.530501 -0.14 0.13 0.08
H 0.940857 -0.625496 -0.696533 0.05 0.01 -0.01
H 0.008271 1.295163 -2.682271 0.01 -0.16 0.02
H 1.598641 -0.511181 -3.321898 0.04 -0.04 0.07
H 0.467817 -1.728733 -2.709634 0.05 -0.11 0.04
H 0.282425 -1.525591 -5.170731 0.04 0.06 -0.06
H -0.059645 0.200088 -5.015984 0.04 0.04 -0.08
H -2.161893 -1.071405 -5.308337 -0.03 -0.09 -0.02
H -1.775718 -2.060378 -3.895600 -0.03 -0.09 0.00
H -3.350609 -0.254810 -3.275872 -0.05 0.08 -0.03
H -2.219486 0.958543 -3.882515 -0.06 0.09 -0.06
H -2.027868 0.745012 -1.425209 0.04 -0.07 0.05
H -1.697243 -0.985840 -1.592355 0.01 -0.07 0.03
H 3.163582 0.583102 1.754212 0.03 -0.01 -0.10
H 2.738279 -0.083485 0.177436 0.02 0.07 0.11
H 1.763198 -0.962326 2.935425 0.07 -0.01 -0.02
H 2.620294 -1.899249 1.702977 -0.07 -0.03 0.06
H -1.085532 -4.315350 -1.182407 0.06 -0.09 -0.07
H -3.556243 -4.113824 -1.265984 -0.04 -0.06 -0.05
H -4.732722 -2.451249 0.079023 -0.09 0.01 0.00
H -3.503447 -0.907002 1.572583 -0.10 0.07 0.04
H -0.759144 -0.293659 2.317911 0.08 0.00 -0.07
H 0.448311 2.876194 1.771871 0.27 -0.12 0.06
H 0.807976 2.516924 3.977210 -0.04 -0.04 0.02
H 1.537460 0.961796 3.611933 -0.08 -0.06 0.07
H 3.755051 1.908840 3.592981 0.05 -0.03 0.00
H 2.993413 2.894636 4.842577 0.08 -0.06 0.06
H 2.453718 4.639174 3.220020 0.00 0.09 0.04
H 4.108815 4.187934 2.788432 0.01 0.10 0.03
H 2.212241 4.094399 0.868860 0.01 -0.05 -0.11
H 3.335609 2.744047 1.009053 0.04 -0.03 -0.04
```
Forces are in eV/Å.

* net charge: 0
* orbital gap: 8.42 eV
* HOMO level: -0.2859 Ha
* E_tot: -39061.6957 eV
* structure (SMILES): S=C(NC1CCCCC1)N(CCc1nc2ccccc2[nH]1)C1CCCC1

Record 2
Below is a structure of composition C21H31AuN3OTa in a non-equilibrium geometry, with properties calculated with the ωB97M-V functional and the def2-TZVPD basis.

XYZ file:
```
58
Properties=species:S:1:pos:R:3:forces:R:3
N -2.237379 -0.651175 -0.058886 -1.18 1.11 0.49
C -3.405664 -0.799138 0.292335 -2.31 -1.84 1.07
O -4.485251 -1.112413 0.685550 3.39 1.50 -1.42
Au -2.817949 2.475493 1.722963 0.48 -0.37 -0.08
Ta -0.425788 0.041652 0.037948 -0.40 -1.30 -1.71
N -0.230252 1.718520 -0.971167 0.66 0.46 0.78
N 0.348960 -1.388366 -1.044556 -0.13 0.85 0.92
C -0.838856 2.551972 -2.052403 0.42 0.10 -0.40
C -0.280235 -2.366244 -1.999816 0.38 -0.20 0.11
C -0.524945 4.051027 -1.889808 -0.07 0.03 0.01
C -0.262127 2.103473 -3.401717 -0.19 -0.14 -0.24
C -2.333175 2.363447 -2.028635 -0.37 -0.12 -0.37
C -0.943310 -3.430115 -1.142767 -0.19 -0.31 0.00
C 0.765819 -3.021756 -2.908796 0.05 -0.08 -0.10
C -1.288157 -1.649941 -2.863494 -0.33 0.02 -0.41
H -0.845952 4.423376 -0.912279 0.07 0.01 -0.01
H -1.082255 4.611095 -2.657028 0.13 -0.25 0.27
H 0.532972 4.292447 -2.047645 -0.21 -0.12 0.10
H 0.829334 2.213989 -3.430241 -0.29 0.01 -0.09
H -0.696373 2.724333 -4.203455 0.26 -0.26 0.28
H -0.517384 1.055480 -3.600164 0.08 0.30 -0.01
H -2.622891 1.308444 -2.095015 0.05 0.11 -0.05
H -2.759658 2.890318 -2.895504 -0.06 -0.20 0.38
H -2.761002 2.789554 -1.114425 -0.08 0.06 0.08
H -0.211340 -3.890219 -0.465013 -0.24 -0.03 -0.19
H -1.369748 -4.197697 -1.803027 0.11 0.07 0.33
H -1.750546 -2.991783 -0.547866 0.11 -0.22 -0.08
H 1.465621 -3.663604 -2.355606 -0.16 0.24 -0.17
H 1.319109 -2.272323 -3.488799 -0.05 -0.18 0.11
H 0.234960 -3.671643 -3.621734 0.19 0.25 0.23
H -1.804263 -2.398421 -3.478134 0.12 0.27 0.01
H -0.791880 -0.926241 -3.518165 -0.15 -0.20 0.04
H -2.053322 -1.147194 -2.271547 0.07 -0.01 -0.19
C 1.178712 2.105254 -0.685134 -0.15 0.57 -0.16
H 1.665782 1.420503 0.041981 -0.16 0.05 -0.11
H 1.805157 2.114462 -1.603926 -0.40 -0.20 0.57
H 1.207429 3.114536 -0.227361 0.12 -0.67 -0.07
C 1.720523 -1.687289 -0.625192 0.45 -0.40 -0.38
H 2.081862 -1.002628 0.162825 -0.18 -0.15 -0.09
H 1.782441 -2.718273 -0.223131 0.08 0.57 -0.07
H 2.410464 -1.583788 -1.487080 -0.27 -0.05 0.55
C 3.437663 0.213852 4.675817 0.42 0.20 -0.52
C 3.513228 0.444923 3.297484 -0.23 -0.05 0.03
C 2.376896 0.292108 2.502980 0.42 0.15 -0.07
C 1.135692 -0.081952 3.027134 -0.99 -0.29 0.36
C -0.083245 -0.255050 2.207378 1.76 0.81 0.54
C -1.235239 -0.663623 2.904118 -0.60 0.14 0.76
C -1.260761 -0.878714 4.302523 -0.61 -0.10 -0.72
C -0.120094 -0.718196 5.046392 -0.27 -0.06 0.33
C 1.086888 -0.320997 4.452041 0.29 0.21 -1.13
C 2.240092 -0.166152 5.234779 -0.38 -0.11 0.20
H 4.317874 0.334032 5.293322 -0.03 -0.01 -0.01
H 4.454516 0.746150 2.837627 -0.26 -0.10 0.16
H 2.478788 0.470039 1.439175 0.08 0.01 0.15
H -2.172711 -0.799764 2.366558 0.29 -0.11 0.30
H -2.206034 -1.169984 4.771113 0.44 0.06 -0.16
H -0.130228 -0.890056 6.118179 -0.08 -0.01 -0.07
H 2.157259 -0.355713 6.299292 0.10 0.01 -0.04
```
Forces are in eV/Å.

* net charge: +2
* orbital gap (alpha / beta): 5.60 / 3.52 eV
* HOMO level (alpha / beta): -0.5379 / -0.5076 Ha
* E_tot: -34024.2394 eV